{
  "formula": "C17H26N2O2",
  "method": "wB97M-V/def2-TZVPD",
  "symbols": ["C", "H", "H", "H", "C", "H", "C", "C", "H", "C", "H", "C", "H", "C", "C", "C", "N", "H", "C", "H", "C", "H", "H", "C", "H", "O", "H", "H", "C", "C", "H", "C", "H", "H", "O", "H", "H", "C", "H", "H", "N", "H", "H", "H", "C", "H", "H"],
  "coordinates": [[-4.4841, -1.8191, -1.1786], [-2.4175, 1.5422, 0.7432], [3.1916, 2.3072, -1.5427], [-4.7288, -2.7469, -0.6656], [5.4360, -1.8267, 0.5423], [-4.8926, -1.3760, 1.4658], [4.6055, -1.4298, 1.5797], [-1.1033, 0.0120, 1.5788], [4.6942, -1.8922, 2.5515], [-0.4126, 2.3205, 0.7842], [-1.7263, 1.1380, -1.3274], [3.5353, 0.1629, 0.1275], [-1.7657, 1.9227, 2.3432], [2.3199, 1.7266, -1.2100], [3.6621, -0.4453, 1.3773], [-0.3858, -0.4556, -0.6895], [-1.1943, -0.8481, 0.4308], [0.8841, 3.1276, -1.9978], [-3.6844, -0.8999, -0.2564], [4.2991, 0.2242, -1.8868], [-4.5519, -0.4907, 0.9321], [-1.7118, -0.4291, 2.3712], [-2.6085, -2.1591, 1.1292], [1.1289, 2.6741, -1.0311], [-0.0591, 0.0114, 1.9180], [0.0999, 3.2284, 1.4092], [5.9568, -1.5234, -1.5091], [3.0082, -0.1200, 2.1712], [5.3129, -1.2242, -0.6949], [4.3692, -0.2325, -0.9116], [-0.5289, -1.1879, -1.4873], [-2.3884, -1.6181, 0.2025], [-4.0046, 0.1374, 1.6290], [-0.2427, 1.0151, -2.2702], [2.5669, 1.1157, 0.0343], [-3.9161, -2.0606, -2.0747], [-5.4132, -1.3411, -1.4819], [-0.6492, 0.9568, -1.2581], [1.3957, 3.4551, -0.3151], [6.1737, -2.5985, 0.7004], [-0.0296, 2.0083, -0.4812], [-3.4147, -0.0052, -0.8256], [-2.1275, -2.3669, -0.5518], [-5.4280, 0.0589, 0.5928], [-1.5298, 1.4822, 1.3731], [0.6628, -0.4940, -0.3696], [2.0963, 0.9633, -1.9698]],
  "forces_ev_per_angstrom": [[0.13, 0.25, 0.07], [-0.08, -0.03, -0.01], [-0.09, -0.10, -0.01], [-0.06, -0.16, 0.04], [0.14, -0.10, -0.07], [-0.04, -0.11, 0.09], [-0.04, 0.03, 0.00], [-0.06, -0.03, -0.01], [0.00, -0.03, 0.09], [-0.43, 0.07, 0.09], [0.09, -0.05, -0.11], [0.06, -0.15, 0.10], [0.03, 0.07, -0.11], [-0.22, 0.21, -0.25], [-0.11, 0.15, -0.09], [-0.02, 0.05, -0.14], [0.10, -0.03, 0.06], [0.06, -0.01, 0.04], [-0.05, -0.21, 0.05], [-0.04, 0.06, -0.06], [0.16, 0.10, -0.25], [0.05, 0.03, 0.03], [-0.07, -0.10, -0.03], [0.43, -0.02, 0.18], [-0.05, 0.03, 0.11], [0.15, 0.16, 0.34], [0.05, -0.02, -0.06], [-0.08, 0.04, 0.11], [0.07, -0.11, 0.08], [-0.22, 0.27, -0.13], [0.03, -0.02, -0.01], [-0.10, 0.14, -0.17], [0.02, 0.09, 0.15], [-0.03, 0.03, 0.03], [0.06, 0.01, 0.19], [0.03, -0.08, -0.10], [-0.12, -0.02, -0.05], [-0.13, -0.39, 0.10], [-0.01, -0.05, -0.23], [0.06, -0.06, 0.01], [0.19, 0.09, -0.29], [0.04, -0.03, 0.03], [-0.04, -0.05, 0.04], [-0.10, 0.06, 0.04], [0.13, -0.06, 0.21], [0.03, 0.03, -0.17], [0.09, 0.03, 0.06]],
  "gap_ha": 0.3228,
  "lumo_ev": 0.8,
  "total_energy_ev": -25126.063,
  "smiles": "CC(C)CN1CCC(=O)N(CCOc2ccccc2)CC1",
  "e_above_lowest_kj_mol": 82.4,
  "total_charge": 0
}